No. 1
Computed, not measured: a molecular structure, C20H13ClN3O6SZr, with ωB97M-V with the def2-TZVPD basis set.

Last column: Löwdin charge in e.
Positions of all 45 atoms, in Å:
Zr: 0.351 -0.119 -0.166  1.6658
N: -1.349 -2.720 3.350  0.0464
C: -1.056 -2.031 2.201  -0.8689
S: 0.577 -1.447 2.080  0.6003
N: -2.014 -1.931 1.338  -0.0249
N: -1.699 -1.227 0.182  -0.1134
C: -2.692 -1.194 -0.636  -0.0682
C: -2.786 -0.571 -1.938  -0.1398
C: -3.999 -0.708 -2.626  -0.0517
C: -4.185 -0.159 -3.877  -0.1059
C: -3.136 0.546 -4.465  -0.0885
C: -1.931 0.700 -3.812  -0.0086
C: -1.735 0.149 -2.539  -0.3247
O: -0.586 0.308 -1.922  -0.2346
H: -0.565 -3.091 3.858  0.0654
H: -2.178 -3.291 3.310  0.0863
H: -3.591 -1.710 -0.302  0.1209
H: -4.801 -1.263 -2.153  0.1076
H: -5.128 -0.277 -4.393  0.0936
H: -3.263 0.979 -5.450  0.1002
H: -1.110 1.243 -4.261  0.1161
O: 5.670 -2.513 -2.544  0.1378
C: 4.643 -2.065 -2.111  -0.2436
C: 3.304 -2.809 -2.023  -0.2694
O: 3.082 -3.923 -2.433  0.1183
C: 2.379 -1.837 -1.414  -0.3103
C: 3.048 -0.661 -1.104  -0.2725
O: 2.347 0.314 -0.546  -0.2037
C: 4.453 -0.690 -1.460  -0.2965
O: 5.301 0.171 -1.362  0.0967
O: 1.123 -1.949 -1.164  -0.1602
Cl: 2.861 3.029 5.630  0.6058
C: 1.883 2.707 4.216  -0.6839
C: 2.386 2.974 2.956  -0.1128
C: 1.599 2.721 1.843  -0.0619
C: 0.305 2.198 1.957  -0.3691
C: -0.503 1.867 0.757  -0.2611
C: -0.160 1.930 3.251  -0.0797
C: 0.611 2.181 4.371  -0.1218
H: 3.387 3.369 2.843  0.1019
H: 2.009 2.918 0.859  0.1104
H: -0.372 2.620 -0.029  0.0495
H: -1.567 1.795 0.991  0.0451
H: -1.149 1.503 3.374  0.1090
H: 0.234 1.965 5.362  0.0984

Calculated values
E_HOMO	-5.250	eV
net charge	-1
total energy	-62350.290	eV

---

No. 2
Computed, not measured: a molecular structure, C20H46BeN3O6S5, with ωB97M-V with the def2-TZVPD basis set.

Last column: Löwdin charge in e.
Positions of all 81 atoms, in Å:
Be: -2.688 -1.426 -1.902  1.0565
C: 1.053 0.252 -0.623  -0.0758
C: -0.345 0.059 -0.048  -0.3801
O: -0.846 -1.258 -0.310  -0.3141
H: 1.095 -0.361 -1.525  0.0499
H: 1.820 0.037 0.121  0.0747
H: 1.256 1.275 -0.950  0.0413
H: -0.860 0.838 -0.619  0.0714
H: -0.342 0.292 1.018  0.0842
C: 0.616 -3.268 -2.844  -0.2608
S: 0.358 -1.825 -3.963  0.9090
O: -1.171 -1.682 -3.944  -0.6072
C: 0.566 -2.890 -5.448  -0.2299
H: 0.395 -2.963 -1.821  0.0109
H: 1.662 -3.581 -2.854  0.0654
H: 0.016 -4.159 -3.015  0.0496
H: 0.334 -2.280 -6.320  0.0562
H: -0.139 -3.716 -5.413  0.0639
H: 1.616 -3.178 -5.497  0.0603
C: 2.862 5.948 0.080  -0.2439
S: 2.357 4.234 -0.450  0.8364
O: 3.658 3.463 -0.424  -0.5846
C: 1.660 3.927 1.238  -0.2679
H: 1.887 6.366 0.354  0.0390
H: 3.333 6.577 -0.672  0.0544
H: 3.349 6.059 1.049  0.0617
H: 1.420 2.866 1.307  0.0232
H: 0.763 4.534 1.357  0.0550
H: 2.362 4.145 2.040  0.0478
C: -1.751 2.219 3.804  -0.2970
S: -3.323 2.128 4.707  0.8467
O: -4.428 2.294 3.714  -0.5776
C: -3.376 0.301 4.989  -0.2515
H: -1.665 1.692 2.851  0.0336
H: -0.976 1.657 4.336  0.0258
H: -1.388 3.241 3.715  0.0396
H: -3.415 -0.180 4.013  0.0419
H: -4.307 0.027 5.485  0.0496
H: -2.569 -0.067 5.622  0.0433
C: -0.761 -5.033 -0.064  -0.2552
S: -2.359 -4.967 -0.914  0.9206
O: -2.279 -3.837 -1.927  -0.6135
C: -2.239 -6.693 -1.679  -0.1928
H: -0.249 -4.071 -0.055  0.0337
H: -0.089 -5.789 -0.469  0.0577
H: -0.908 -5.260 0.993  0.0524
H: -2.633 -7.473 -1.028  0.0626
H: -1.215 -6.981 -1.910  0.0485
H: -2.899 -6.630 -2.543  0.0519
C: -0.625 2.786 -3.069  -0.2058
S: -2.327 2.106 -3.434  0.9220
O: -2.316 0.634 -3.128  -0.6204
C: -3.197 2.959 -2.078  -0.2348
H: -0.511 3.317 -2.126  0.0474
H: -0.250 3.295 -3.955  0.0601
H: -0.048 1.869 -2.930  0.0200
H: -2.772 2.615 -1.136  0.0551
H: -4.279 2.862 -2.137  0.0589
H: -2.959 4.017 -2.202  0.0610
C: 3.185 1.686 -3.457  -0.0604
C: 3.313 2.751 -4.467  -0.2778
N: 3.439 3.537 -5.292  0.1305
H: 3.795 1.850 -2.571  0.0732
H: 3.275 0.714 -3.937  0.0795
H: 2.131 1.779 -3.186  0.0332
C: 2.985 1.310 3.158  -0.0435
C: 2.201 2.244 3.977  -0.2990
N: 1.525 2.952 4.579  0.1507
H: 2.297 0.659 2.622  0.0702
H: 3.524 0.709 3.889  0.0912
H: 3.575 2.007 2.563  0.0822
N: -0.444 -2.104 2.370  0.0383
C: -0.722 -1.373 3.505  -0.1477
C: -0.168 -1.947 4.640  -0.0898
C: 0.431 -3.120 4.170  -0.1215
C: 0.249 -3.213 2.812  -0.1429
H: -0.648 -1.923 1.399  0.0697
H: -1.161 -0.410 3.294  0.0642
H: -0.158 -1.603 5.661  0.0970
H: 1.052 -3.778 4.760  0.0968
H: 0.389 -4.048 2.143  0.0755

Calculated values
E_HOMO	-10.211	eV
net charge	+1
total energy	-92803.108	eV

---

No. 3
Computed, not measured: a molecular structure, C30H37F3NO9SbTi, with ωB97M-V with the def2-TZVPD basis set.

Last column: Löwdin charge in e.
Positions of all 82 atoms, in Å:
Ti: -1.917 -1.590 -0.854  1.0389
O: 0.016 -5.363 -1.169  0.0219
C: -0.074 -4.245 -0.666  -0.5703
O: -0.912 -3.347 -1.026  -0.1198
C: 0.953 -3.879 0.417  -0.0891
C: 2.001 -2.840 -0.048  -0.2490
C: 3.266 -3.008 0.812  -0.1076
C: 2.772 -2.432 2.167  -0.1017
C: 1.348 -1.970 1.791  -0.2682
O: 1.504 -1.592 0.429  -0.1038
C: 0.426 -3.193 1.716  -0.1010
C: -1.068 -2.873 1.670  -0.5788
O: -1.837 -3.638 2.227  0.0677
O: -1.404 -1.771 1.068  -0.1607
H: 1.450 -4.817 0.661  0.1384
H: 2.151 -2.785 -1.124  0.1609
H: 4.079 -2.405 0.402  0.1016
H: 3.602 -4.044 0.874  0.1036
H: 3.382 -1.586 2.486  0.0999
H: 2.766 -3.172 2.969  0.1037
H: 0.953 -1.129 2.356  0.1324
H: 0.566 -3.854 2.572  0.1426
O: -2.919 -0.224 -1.579  -0.3251
O: -2.546 0.006 -0.220  -0.4192
O: -2.973 -2.666 -2.691  -0.0012
C: -3.857 -3.044 -1.915  -0.5155
C: -5.049 -3.913 -2.265  -0.0857
C: -5.835 -3.911 -0.960  -0.0959
C: -4.954 -3.115 0.027  -0.4762
O: -5.287 -2.897 1.170  0.0533
N: -3.820 -2.698 -0.620  0.1007
H: -4.675 -4.899 -2.549  0.1169
H: -5.580 -3.496 -3.121  0.1104
H: -6.021 -4.902 -0.545  0.1071
H: -6.795 -3.398 -1.037  0.1065
F: 6.468 1.952 -4.300  0.1095
C: 5.734 2.559 -3.332  -0.5765
F: 6.544 2.669 -2.261  0.1159
F: 5.535 3.822 -3.785  0.1126
C: 4.463 1.843 -3.040  -0.1563
C: 4.173 1.366 -1.767  -0.0205
C: 2.981 0.706 -1.526  -0.0197
C: 2.048 0.505 -2.554  -0.2367
C: 2.355 1.001 -3.832  -0.0223
C: 3.545 1.657 -4.072  -0.0330
C: 0.819 -0.150 -2.273  -0.1486
C: -0.182 -0.728 -1.883  -0.0019
H: 4.879 1.518 -0.961  0.1126
H: 2.733 0.337 -0.538  0.1026
H: 1.635 0.861 -4.627  0.1130
H: 3.768 2.033 -5.063  0.1138
C: -0.990 2.910 -1.777  -0.1547
C: -1.563 2.949 -0.364  -0.5652
C: -1.764 4.377 0.122  -0.1653
Sb: -0.398 1.671 0.966  1.5855
C: 0.892 3.280 1.776  -0.6015
C: 1.519 2.863 3.101  -0.1812
C: 1.983 3.593 0.755  -0.1770
C: -1.770 1.740 2.676  -0.5619
C: -3.236 1.547 2.300  -0.1508
C: -1.346 0.656 3.667  -0.1727
H: -1.633 3.467 -2.470  0.0692
H: -0.912 1.883 -2.139  0.0445
H: 0.005 3.366 -1.823  0.0561
H: -2.517 2.418 -0.376  0.0588
H: -0.826 4.941 0.096  0.0568
H: -2.147 4.419 1.145  0.0574
H: -2.474 4.909 -0.524  0.0661
H: 0.287 4.177 1.940  0.0642
H: 2.085 1.931 2.990  0.0646
H: 0.771 2.701 3.880  0.0467
H: 2.223 3.624 3.465  0.0620
H: 2.591 2.704 0.555  0.0483
H: 2.660 4.381 1.113  0.0647
H: 1.574 3.915 -0.205  0.0510
H: -1.638 2.728 3.131  0.0692
H: -3.398 0.569 1.845  0.0655
H: -3.588 2.297 1.589  0.0564
H: -3.865 1.612 3.197  0.0684
H: -1.476 -0.330 3.215  0.0609
H: -1.962 0.691 4.575  0.0685
H: -0.299 0.752 3.971  0.0431

Calculated values
E_HOMO	-2.660	eV
net charge	-2
total energy	-89436.835	eV

---

No. 4
Computed, not measured: 16 unconnected molecules or ions with the total composition C37H111N5O21, with ωB97M-V with the def2-TZVPD basis set.

Last column: Löwdin charge in e.
Positions of all 174 atoms, in Å:
C: 0.553 2.173 -5.951  -0.1035
O: 1.270 1.920 -7.165  -0.2016
C: 2.065 2.998 -7.689  -0.2059
C: 2.980 2.538 -8.831  -0.2047
N: 2.195 2.446 -10.081  -0.0527
C: 2.994 1.975 -11.267  -0.1656
C: 3.967 3.133 -11.720  -0.1587
O: 3.270 4.240 -12.432  -0.1817
C: 4.037 5.078 -13.195  -0.1683
H: 0.080 1.279 -5.545  0.0850
H: -0.102 3.044 -5.964  0.0841
H: 1.341 2.400 -5.233  0.0557
H: 2.740 3.235 -6.867  0.1078
H: 1.416 3.849 -7.894  0.1212
H: 3.293 1.549 -8.494  0.1194
H: 3.960 3.014 -8.854  0.1016
H: 1.967 3.350 -10.471  0.0888
H: 2.307 1.577 -12.013  0.1121
H: 3.686 1.196 -10.948  0.1072
H: 4.751 2.629 -12.285  0.1090
H: 4.514 3.425 -10.823  0.0978
H: 4.558 4.535 -13.984  0.0860
H: 4.683 5.741 -12.619  0.0858
H: 3.458 5.789 -13.784  0.0839
C: 5.027 -9.170 0.188  -0.1971
O: 3.822 -9.713 0.264  -0.1808
C: 2.898 -9.165 1.243  -0.1710
C: 2.515 -7.721 0.948  -0.1963
N: 1.824 -7.009 2.061  -0.0627
C: 0.507 -7.586 2.373  -0.1901
C: -0.501 -6.581 3.012  -0.2788
O: -0.909 -5.744 2.034  -0.1821
C: -1.457 -4.530 2.531  -0.0776
H: 5.502 -9.265 1.165  0.0838
H: 5.229 -8.109 0.044  0.0799
H: 5.439 -9.932 -0.474  0.1069
H: 3.358 -9.150 2.231  0.1216
H: 2.059 -9.862 1.241  0.1196
H: 1.861 -7.547 0.093  0.1209
H: 3.460 -7.235 0.708  0.0924
H: 1.879 -6.018 1.873  0.0970
H: 0.664 -8.330 3.154  0.1092
H: 0.060 -8.049 1.493  0.1149
H: 0.081 -6.069 3.778  0.1131
H: -1.313 -6.988 3.614  0.1197
H: -1.856 -4.091 1.616  0.0770
H: -0.659 -3.854 2.837  0.0831
H: -2.409 -4.740 3.018  0.0987
C: -4.666 4.151 2.960  -0.1025
O: -5.322 3.515 4.055  -0.2139
C: -4.835 2.173 4.422  -0.1551
C: -4.830 1.144 3.291  -0.2307
N: -4.697 -0.205 3.721  -0.0456
C: -3.342 -0.578 3.932  -0.2127
C: -2.603 -0.133 5.207  -0.2322
O: -3.484 -0.250 6.283  -0.1697
C: -3.097 0.371 7.469  -0.1155
H: -5.183 5.102 2.832  0.0888
H: -4.561 3.458 2.125  0.0472
H: -3.661 4.363 3.323  0.0795
H: -5.599 2.004 5.181  0.1282
H: -3.850 2.189 4.888  0.1070
H: -4.143 1.390 2.482  0.1148
H: -5.782 1.216 2.766  0.1068
H: -5.123 -0.200 4.637  0.1021
H: -2.688 -0.322 3.099  0.1020
H: -3.361 -1.666 3.869  0.1092
H: -2.101 0.824 5.063  0.0951
H: -1.756 -0.779 5.436  0.1079
H: -3.875 0.405 8.232  0.0917
H: -2.656 1.361 7.355  0.0680
H: -2.286 -0.146 7.982  0.0806
C: 3.880 -1.176 2.384  -0.1301
O: 2.538 -1.501 2.583  -0.1788
C: 1.930 -0.769 3.635  -0.1935
C: 0.391 -0.660 3.383  -0.1934
N: 0.063 0.352 2.428  -0.0311
C: 0.606 0.103 1.105  -0.1910
C: -0.274 0.969 0.118  -0.1572
O: 0.377 0.783 -1.167  -0.2268
C: -0.185 1.594 -2.180  -0.0924
H: 4.511 -1.113 3.270  0.0854
H: 3.967 -0.143 2.049  0.0881
H: 4.431 -1.814 1.693  0.0685
H: 2.347 0.217 3.840  0.1239
H: 2.006 -1.324 4.570  0.1080
H: -0.020 -0.334 4.338  0.0743
H: -0.107 -1.626 3.292  0.1101
H: 0.638 1.168 2.588  0.0904
H: 0.512 -0.918 0.734  0.1154
H: 1.638 0.440 1.014  0.1079
H: -0.158 1.961 0.554  0.1130
H: -1.337 0.742 0.038  0.1040
H: -0.111 2.653 -1.936  0.0856
H: -1.220 1.305 -2.365  0.0898
H: 0.391 1.475 -3.098  0.0762
C: -9.372 1.517 0.780  -0.1039
O: -8.711 2.605 0.151  -0.1905
C: -8.001 3.418 1.036  -0.2471
C: -7.028 4.261 0.289  -0.1964
N: -5.799 3.515 -0.078  -0.0475
C: -4.990 4.076 -1.120  -0.1937
C: -3.498 3.570 -0.941  -0.2576
O: -2.495 4.301 -1.502  -0.1796
C: -2.719 4.617 -2.937  -0.0514
H: -9.742 0.843 0.007  0.0828
H: -10.283 1.795 1.309  0.0848
H: -8.699 0.912 1.387  0.0852
H: -7.477 2.738 1.708  0.1083
H: -8.773 3.975 1.566  0.1308
H: -6.770 5.069 0.974  0.1052
H: -7.573 4.785 -0.496  0.1211
H: -6.161 2.634 -0.414  0.1075
H: -5.072 5.162 -1.163  0.1228
H: -5.309 3.689 -2.088  0.1038
H: -3.507 2.527 -1.258  0.0987
H: -3.278 3.552 0.126  0.1126
H: -1.827 4.786 -3.540  0.0726
H: -3.275 5.548 -3.044  0.0856
H: -3.162 3.764 -3.451  0.0720
C: 5.539 -3.716 5.625  -0.1882
O: 6.406 -4.395 4.791  -0.1159
H: 5.954 -3.567 6.622  0.0793
H: 5.641 -2.697 5.252  0.0628
H: 4.486 -3.984 5.540  0.0860
H: 7.294 -4.230 5.118  0.0842
C: 7.337 -0.308 1.632  -0.1722
O: 7.656 0.574 2.679  -0.1077
H: 6.355 -0.164 1.182  0.0584
H: 8.088 -0.347 0.843  0.0855
H: 7.121 -1.321 1.972  0.0648
H: 8.297 1.248 2.441  0.0759
C: -4.757 0.940 -3.866  -0.1498
O: -5.881 0.693 -3.006  -0.1282
H: -4.385 0.088 -4.435  0.0816
H: -5.005 1.838 -4.431  0.0748
H: -3.917 1.272 -3.255  0.0452
H: -6.628 0.403 -3.536  0.0719
C: 2.885 3.307 -2.170  -0.1110
O: 2.872 2.332 -1.107  -0.1303
H: 3.824 3.858 -2.123  0.0846
H: 2.814 3.026 -3.220  0.0660
H: 2.028 3.959 -2.001  0.0808
H: 1.966 2.014 -1.085  0.0291
C: 3.128 -1.710 -1.278  -0.1210
O: 4.137 -0.694 -1.332  -0.1141
H: 2.983 -2.315 -2.173  0.0827
H: 3.195 -2.386 -0.426  0.0462
H: 2.196 -1.147 -1.333  0.0647
H: 3.818 0.212 -1.328  0.0389
C: 5.078 -4.494 1.779  -0.1264
O: 4.265 -4.229 0.609  -0.1489
H: 4.330 -4.363 2.562  0.0829
H: 5.512 -5.483 1.634  0.0750
H: 6.000 -3.915 1.836  0.0651
H: 3.685 -3.482 0.769  0.0079
C: -3.050 -1.585 -0.472  -0.1885
O: -1.889 -1.962 -1.086  -0.0975
H: -2.985 -0.783 0.263  0.0695
H: -3.856 -1.434 -1.190  0.0807
H: -3.333 -2.482 0.079  0.0693
H: -1.153 -1.578 -0.603  0.0503
O: -0.582 2.476 6.123  -0.0546
H: -0.881 2.830 6.961  0.0390
H: -0.153 1.651 6.349  -0.0287
O: 2.127 3.129 1.556  -0.0375
H: 2.057 4.083 1.550  0.0454
H: 2.475 2.908 0.692  -0.0047
O: -0.341 4.386 3.327  -0.0521
H: -0.555 4.195 4.240  0.0057
H: 0.414 3.831 3.136  -0.0075
O: 1.192 0.526 6.634  -0.0299
H: 1.410 -0.222 7.191  0.0659
H: 1.923 1.133 6.750  0.0675

Calculated values
E_HOMO	-8.317	eV
total energy	-90601.541	eV